An isolated molecule of C16H21N3O4. Source: the OMol25 dataset; level of theory: ωB97M-V with the def2-TZVPD basis set.

Structure (XYZ):
```
44
Properties=species:S:1:pos:R:3:forces:R:3
C -3.577 -3.036 0.364 -0.3565 -0.2370 0.1902
O -2.306 -2.687 -0.139 0.2017 0.2372 -0.1096
C -1.911 -1.394 -0.279 0.0335 0.1514 0.0182
C -0.608 -1.272 -0.763 0.0299 0.2299 -0.0234
C -0.040 -0.031 -0.980 -0.6176 -0.0093 0.0776
C 1.346 0.175 -1.478 0.0964 -0.3233 -0.0322
O 1.710 1.219 -1.992 -0.0014 0.3209 -0.0275
N 2.188 -0.874 -1.308 -0.0599 -0.2736 -0.0665
C 3.584 -0.800 -1.657 0.2914 -0.0464 -0.0510
C 4.507 -0.871 -0.438 -0.2911 0.3048 -0.1194
C 4.313 0.300 0.532 0.5979 -0.2469 -0.1903
N 3.054 0.245 1.228 -0.2396 0.0798 0.3003
C 2.094 1.216 1.255 -0.1757 0.2483 0.1485
C 1.081 0.728 2.029 0.1439 0.2225 -0.0687
N 1.398 -0.514 2.477 -0.2390 -0.4350 0.3404
C 2.578 -0.772 1.986 0.1539 -0.1503 0.0144
C -0.783 1.113 -0.708 -0.0612 0.0936 -0.0555
C -2.066 1.020 -0.199 0.1538 -0.0320 -0.0688
O -2.814 2.111 0.145 -0.0489 -0.5177 0.0795
C -2.255 3.389 -0.037 0.0748 0.2231 -0.0329
C -2.661 -0.243 0.006 -0.2299 -0.1184 -0.0181
O -3.932 -0.384 0.510 0.6564 0.0688 0.1287
C -4.957 0.449 0.004 -0.4068 0.1687 -0.0638
H -3.756 -2.600 1.348 -0.0071 -0.0770 -0.0880
H -4.378 -2.738 -0.317 0.0441 -0.0119 0.0643
H -3.558 -4.124 0.441 -0.0237 0.0772 -0.0037
H -0.099 -2.195 -0.990 0.0660 -0.1149 -0.0283
H 1.874 -1.673 -0.782 -0.0666 0.1241 0.0226
H 3.832 -1.618 -2.343 0.0104 0.1356 0.0034
H 3.717 0.151 -2.179 0.0403 -0.1724 0.0045
H 4.342 -1.812 0.090 0.1154 -0.0531 0.0264
H 5.540 -0.859 -0.788 0.0359 -0.0615 0.0303
H 5.128 0.293 1.267 -0.1056 0.1055 -0.1240
H 4.350 1.242 -0.019 0.0044 -0.0531 0.0999
H 2.208 2.139 0.725 0.0473 0.1720 -0.1690
H 0.148 1.184 2.290 -0.1920 0.1783 -0.0261
H 3.126 -1.675 2.170 0.2103 -0.1835 -0.0258
H -0.312 2.064 -0.886 0.0120 0.1189 -0.0062
H -3.016 4.090 0.305 0.0907 -0.0078 -0.0333
H -2.029 3.584 -1.089 0.0162 -0.0170 0.0442
H -1.348 3.519 0.561 -0.0170 -0.0029 -0.0338
H -4.844 0.613 -1.070 0.0142 -0.0111 0.0187
H -4.981 1.413 0.515 -0.0213 -0.1394 -0.0810
H -5.888 -0.087 0.194 0.0203 0.0350 -0.0651
```
Positions in Å, forces in eV/Å.

## Properties
relative energy (zero: lowest compared OMol25 entry of this formula, charge and spin): 313.0 kJ/mol
total energy: -1087.490562 Ha
orbital gap: 8.85 eV
HOMO level: -8.08 eV
SMILES: COc1cc(C(=O)NCCCn2ccnc2)cc(OC)c1OC
net charge: 0

***

A cluster of 2 separate species, C6H15N3O2P in total at a distorted geometry. Source: the OMol25 dataset; level of theory: ωB97M-V with the def2-TZVPD basis set.

Structure (XYZ):
```
27
Properties=species:S:1:pos:R:3:forces:R:3
C -1.108 1.167 0.535 0.6377 2.7309 -0.7642
C -0.243 -0.904 1.169 -1.4833 2.2666 -0.7647
C 3.082 1.155 0.391 -0.9071 0.8428 -2.8503
C 0.586 -1.797 1.598 1.1146 -1.7577 -0.4069
C -3.350 0.897 -0.445 -1.2507 3.5315 -0.6500
C -0.900 -1.947 -1.273 -0.6516 -1.7337 -1.3463
N -2.072 0.410 -0.015 1.3272 -0.7450 0.6132
N -0.091 0.520 1.100 0.3786 -1.9285 1.4998
N -0.999 2.543 0.465 -0.3351 -1.6163 0.4538
O -2.896 -1.959 0.799 -0.9454 -0.8897 0.6191
O 0.017 -0.935 -1.534 1.5959 0.0411 -0.7751
P -1.735 -1.297 0.264 0.3634 0.1940 -1.8688
H 3.299 2.191 0.466 0.5949 0.8936 1.0738
H 3.725 0.843 -0.432 -0.0374 -0.4762 0.1899
H 3.148 0.536 1.225 0.3828 -0.6866 1.5378
H 2.064 1.200 -0.015 0.1214 -0.5409 -0.0359
H 0.246 -2.827 1.239 1.2229 1.0960 1.4320
H 1.577 -1.487 2.003 -0.8305 -0.9405 -0.1799
H -3.966 1.388 0.369 0.8402 -0.8833 -0.5988
H -3.234 1.717 -1.224 0.2635 -0.7556 0.8860
H -3.990 0.234 -0.991 0.1399 -1.1774 0.2193
H -0.349 -2.922 -1.097 -0.7450 0.8410 0.7617
H -1.382 -2.223 -2.275 -0.6633 0.6206 1.7407
H 0.762 0.864 1.555 -0.8351 0.6695 -0.6393
H -1.554 3.159 -0.094 -0.5922 -0.3627 -0.2825
H -0.442 3.036 1.146 0.1847 -0.3367 -0.0166
H 0.707 -1.433 -2.011 0.1091 1.1030 0.1520
```
Positions in Å, forces in eV/Å.

## Properties
relative energy (zero: lowest compared OMol25 entry of this formula, charge and spin): 189.7 kJ/mol
total energy: -893.472646 Ha
orbital gap: 10.43 eV
HOMO level: -13.70 eV
net charge: +1

***

A structure of composition C6H19BCl2CoNO2 at a distorted geometry. Source: the OMol25 dataset; level of theory: ωB97M-V with the def2-TZVPD basis set.

Structure (XYZ):
```
32
Properties=species:S:1:pos:R:3:forces:R:3
Co 0.196 0.125 1.309 -1.7652 1.3100 1.7993
B 1.783 0.473 2.958 -0.0673 0.2145 1.0835
H 1.222 -0.437 3.108 -2.4667 -3.6024 0.6773
H 1.395 1.272 3.571 -1.4260 2.9333 2.0315
H 2.802 0.250 3.236 3.9780 -0.9565 0.7097
H 1.762 0.739 1.912 0.4186 1.5323 -4.5406
Cl -0.677 2.517 1.638 0.0742 -0.6595 -0.4194
Cl -1.712 -1.247 1.953 0.5501 0.0926 -0.5247
C 1.528 -2.828 1.172 0.2713 -0.7520 0.3711
O 1.406 -1.457 0.766 0.7734 -1.2215 -2.3937
C 1.959 -1.216 -0.624 0.4929 -1.4641 1.8010
C 1.592 0.167 -1.157 0.0649 -0.5372 1.9171
N 0.198 0.502 -0.770 0.3662 -0.4220 -2.4693
C -0.818 -0.171 -1.632 -1.0469 0.9972 0.8238
C -2.238 0.438 -1.357 -0.0656 0.4245 -0.5676
O -2.273 1.821 -1.787 1.5564 -0.3678 -0.1830
C -3.453 2.527 -1.574 -0.8843 -0.5880 0.0989
H 0.940 -3.080 2.054 -0.2604 0.8648 -0.0932
H 2.533 -3.181 1.404 0.6707 1.0294 0.2575
H 1.291 -3.612 0.453 -0.8620 0.5847 -0.8864
H 1.719 -2.117 -1.188 -0.8084 0.3277 -0.5164
H 3.032 -1.360 -0.490 0.3073 0.6191 -0.1040
H 1.902 0.330 -2.189 -0.4166 -0.3425 -0.2925
H 2.147 0.890 -0.558 0.4147 -0.0466 -0.0513
H 0.175 1.465 -1.075 -0.7275 0.7008 0.8763
H -0.743 -1.240 -1.435 -0.5176 0.0204 0.1005
H -0.674 0.000 -2.699 0.5619 0.0820 -0.1493
H -2.575 0.339 -0.325 0.2616 -0.0314 0.1478
H -2.953 -0.032 -2.032 -0.1207 -0.7085 0.1375
H -3.714 2.589 -0.517 0.2836 0.4215 0.1897
H -4.313 2.047 -2.039 -0.2386 -0.6029 -0.2464
H -3.440 3.489 -2.087 0.6279 0.1483 0.4150
```
Positions in Å, forces in eV/Å.

## Properties
relative energy (zero: lowest compared OMol25 entry of this formula, charge and spin): 225.1 kJ/mol
multiplicity: 4
total energy: -2773.228638 Ha
orbital gap (alpha / beta): 7.65 / 7.66 eV
HOMO level (alpha / beta): -4.87 / -4.88 eV
net charge: -1

***

A cluster of 2 separate species, C2H8NO2 in total at a distorted geometry. Source: the OMol25 dataset; level of theory: ωB97M-V with the def2-TZVPD basis set.

Structure (XYZ):
```
13
Properties=species:S:1:pos:R:3:forces:R:3
C 0.559 -0.661 -1.155 -0.7166 0.7012 0.3327
N 0.248 0.098 0.069 -0.8400 -0.9345 -1.4590
C 0.480 -0.632 1.413 2.2664 1.8471 -0.2057
O 1.561 -0.028 1.950 -0.1918 -1.0040 0.3963
H 1.169 -1.531 -0.982 0.3533 -0.5644 0.3006
H 1.130 -0.008 -1.805 0.0485 0.0520 -0.5009
H -0.354 -0.981 -1.685 0.2050 -0.0231 0.0203
H 0.806 0.950 0.003 0.2458 -0.7004 1.1282
H 0.606 -1.798 1.250 -0.5534 1.5381 -0.2447
H -0.405 -0.380 2.007 -0.6799 -0.6616 0.0783
H -1.372 1.324 -0.685 0.4186 -1.2091 -0.4046
H -2.122 2.078 0.229 -1.0460 -0.6221 -0.9932
O -2.305 1.567 -0.609 0.4902 1.5807 1.5516
```
Positions in Å, forces in eV/Å.

## Properties
relative energy (zero: lowest compared OMol25 entry of this formula, charge and spin): 129.3 kJ/mol
total energy: -286.198002 Ha
orbital gap: 6.82 eV
HOMO level: -2.51 eV
net charge: -1